{"formula": "C2HBrClNO2", "method": "ωB97M-V/def2-TZVPD", "symbols": ["Br", "Cl", "O", "O", "N", "C", "C", "H"], "xyz": [[0.572311, -2.074554, 1.078111], [-1.237738, -0.200788, 2.469878], [-0.673175, 1.512682, 0.044040], [0.404482, -0.638470, -2.080785], [-0.144525, 0.345559, 0.034711], [0.487414, 0.275885, -1.329864], [-0.341333, -0.484696, 1.067069], [0.932564, 1.264382, -1.283161]], "atomic_forces_ev_per_a": [[0.536, -0.951, -0.270], [-0.130, 0.811, -0.511], [-0.106, 0.313, -0.051], [0.015, 1.221, 0.580], [-2.201, -0.522, 3.133], [0.479, -1.720, 0.635], [1.060, 0.566, -2.251], [0.346, 0.282, -1.264]], "e_homo_ev": [-9.09, -9.09], "relative_energy_kj_mol": 152.31, "gap_ha": [0.3108, 0.3107], "fmax_ha_per_bohr": 0.075}